Model P:
ORCA calculation (ωB97M-V/def2-TZVPD) on a molecular structure, C37H53N3O2P3PdS.

```
100
Properties=species:S:1:pos:R:3
Pd -0.003 -0.020 -0.075
C -1.237 2.612 -3.437
C -2.383 1.742 -2.926
C -3.632 2.629 -2.933
P -1.981 0.911 -1.325
C -3.157 -0.486 -1.089
C -4.581 -0.284 -1.613
C -2.595 -1.778 -1.702
C -2.255 2.113 0.041
C -3.517 2.681 0.245
C -3.772 3.559 1.281
C -2.741 3.878 2.153
C -1.490 3.320 1.990
C -1.196 2.422 0.947
N 0.047 1.824 0.820
C 0.946 1.906 1.903
C 1.743 3.051 2.055
C 2.682 3.151 3.056
C 2.875 2.077 3.925
C 2.131 0.933 3.763
C 1.152 0.824 2.747
P 0.023 -0.893 2.362
C 0.763 -2.501 3.300
C 0.300 -3.770 2.611
C 0.499 -2.593 4.791
C -1.627 -0.448 3.113
C -2.597 -1.631 3.062
C -1.632 0.201 4.499
H -1.489 3.026 -4.415
H -0.319 2.068 -3.549
H -1.045 3.447 -2.759
H -2.533 0.934 -3.651
H -3.495 3.517 -2.317
H -4.527 2.114 -2.594
H -3.826 2.966 -3.952
H -3.216 -0.650 -0.009
H -4.600 -0.151 -2.696
H -5.081 0.568 -1.153
H -5.182 -1.164 -1.384
H -2.510 -1.701 -2.789
H -3.259 -2.614 -1.476
H -1.611 -2.022 -1.308
H -4.334 2.436 -0.419
H -4.758 3.982 1.409
H -2.912 4.557 2.979
H -0.720 3.568 2.708
H 1.601 3.868 1.358
H 3.271 4.052 3.154
H 3.617 2.132 4.710
H 2.330 0.097 4.428
H 2.019 -2.516 3.182
H -0.781 -3.890 2.710
H 0.781 -4.639 3.067
H 0.535 -3.791 1.553
H -0.553 -2.798 4.987
H 0.778 -1.690 5.337
H 1.077 -3.418 5.221
H -2.044 0.306 2.430
H -2.354 -2.397 3.800
H -2.610 -2.107 2.077
H -3.611 -1.289 3.275
H -1.309 -0.487 5.283
H -2.642 0.527 4.757
H -0.993 1.084 4.536
S 4.635 -4.648 2.693
C 3.465 -3.514 2.005
C 2.950 -3.681 0.767
C 2.014 -2.768 0.212
N 1.493 -1.621 0.845
C 1.947 -1.419 2.132
C 3.014 -2.382 2.776
C 6.155 -3.883 2.138
C 6.795 -2.931 2.917
C 7.975 -2.377 2.438
N 8.529 -2.711 1.276
C 7.906 -3.633 0.546
C 6.723 -4.250 0.928
H 3.258 -4.525 0.164
H 1.658 -2.945 -0.784
H 1.513 -0.432 2.723
H 3.401 -2.180 3.772
H 6.396 -2.625 3.874
H 8.507 -1.628 3.014
H 8.384 -3.888 -0.393
H 6.266 -4.997 0.295
O 0.546 -1.497 -1.113
C 0.335 0.088 -4.947
P 0.898 0.057 -3.234
C 2.005 -1.359 -3.191
C 1.970 1.481 -2.981
O -0.286 0.035 -2.216
H 1.194 0.111 -5.619
H -0.281 0.957 -5.155
H -0.252 -0.806 -5.159
H 2.783 -1.231 -3.950
H 1.457 -2.276 -3.401
H 2.476 -1.452 -2.220
H 2.783 1.466 -3.708
H 2.395 1.447 -1.976
H 1.433 2.418 -3.090
```

Properties
<S²>: 6.05
Gap between HOMO and LUMO (alpha / beta), eV: 5.5 / 5.9
E_HOMO (alpha / beta), eV: -8.52 / -9.72
Net charge: +1
Spin multiplicity: 5



Model Q:
ORCA calculation (ωB97M-V/def2-TZVPD) on a molecular structure, C37H53N3O2P3PdS.

```
100
Properties=species:S:1:pos:R:3
Pd -0.591 -0.352 0.189
C -3.727 0.584 3.008
C -3.968 -0.833 2.500
C -5.452 -1.170 2.637
P -3.210 -0.991 0.808
C -4.037 -2.547 0.177
C -3.885 -3.750 1.113
C -3.681 -2.816 -1.236
C -4.032 0.246 -0.232
C -5.414 0.240 -0.455
C -6.040 1.235 -1.175
C -5.267 2.288 -1.659
C -3.905 2.319 -1.464
C -3.239 1.276 -0.779
N -1.902 1.289 -0.519
C -1.017 2.076 -1.251
C -1.076 2.384 -2.615
C -0.126 3.219 -3.181
C 0.913 3.752 -2.428
C 1.028 3.396 -1.090
C 0.085 2.555 -0.514
P 0.136 1.841 1.137
C 1.871 2.051 1.728
C 2.260 3.439 2.242
C 2.223 0.962 2.745
C -1.027 2.794 2.200
C -1.011 4.307 1.982
C -0.854 2.434 3.677
H -4.045 0.674 4.048
H -4.292 1.305 2.415
H -2.675 0.844 2.952
H -3.371 -1.517 3.113
H -6.061 -0.413 2.143
H -5.719 -1.158 3.695
H -5.730 -2.145 2.242
H -5.107 -2.290 0.150
H -2.843 -4.001 1.266
H -4.403 -4.618 0.697
H -4.318 -3.560 2.093
H -1.229 -3.013 -1.065
H -3.719 -2.021 -1.973
H -3.869 -3.797 -1.668
H -6.018 -0.567 -0.059
H -7.107 1.206 -1.344
H -5.740 3.105 -2.190
H -3.338 3.163 -1.830
H -1.880 1.985 -3.220
H -0.199 3.461 -4.234
H 1.628 4.426 -2.880
H 1.860 3.767 -0.507
H 2.446 1.841 0.824
H 1.811 3.651 3.211
H 1.979 4.241 1.560
H 3.344 3.477 2.373
H 1.667 1.085 3.676
H 3.287 1.013 2.987
H 2.005 -0.029 2.345
H -1.993 2.429 1.845
H -0.115 4.772 2.391
H -1.872 4.748 2.490
H -1.082 4.563 0.925
H 0.062 2.860 4.083
H -0.822 1.356 3.845
H -1.686 2.840 4.255
S 6.249 -0.922 -3.148
C 4.764 -0.599 -2.211
C 3.828 0.324 -2.652
C 2.694 0.547 -1.882
N 2.449 -0.086 -0.736
C 3.343 -0.986 -0.331
C 4.509 -1.274 -1.024
C 7.270 0.368 -2.446
C 7.328 1.621 -3.036
C 8.131 2.588 -2.447
N 8.852 2.379 -1.350
C 8.798 1.168 -0.804
C 8.028 0.130 -1.311
H 3.973 0.863 -3.578
H 1.964 1.272 -2.229
H 3.113 -1.488 0.602
H 5.209 -2.005 -0.642
H 6.766 1.840 -3.934
H 8.197 3.579 -2.883
H 9.401 1.015 0.084
H 8.025 -0.840 -0.833
O 0.617 -1.800 0.310
C 1.483 -4.443 -1.093
P -0.200 -4.835 -0.692
C -0.948 -5.580 -2.134
C -0.211 -6.011 0.637
O -1.112 -3.629 -0.308
H 1.920 -5.371 -1.471
H 2.012 -4.082 -0.214
H 1.534 -3.673 -1.861
H -0.322 -6.408 -2.473
H -1.020 -4.859 -2.949
H -1.943 -5.944 -1.882
H 0.369 -6.883 0.332
H -1.232 -6.315 0.866
H 0.250 -5.573 1.522
```

Properties
<S²>: 6.05
Gap between HOMO and LUMO (alpha / beta), eV: 6.7 / 4.9
E_HOMO (alpha / beta), eV: -8.78 / -9.12
Net charge: +1
Spin multiplicity: 5



Stability, highest: model Q



Model P:
ORCA calculation (ωB97M-V/def2-TZVPD) on a gas-phase ion, C3H6NO2 (charge +1).

```
12
Properties=species:S:1:pos:R:3
C -2.356 -0.340 -0.333
N -1.343 -0.327 0.189
C 0.382 -0.699 0.242
O 0.319 -2.041 -0.206
O 0.914 0.113 -0.590
C 1.124 1.466 -0.158
H -3.323 -0.351 -0.779
H 0.505 -0.562 1.321
H 0.239 -2.677 0.518
H 1.787 1.922 -0.889
H 1.584 1.499 0.831
H 0.169 1.997 -0.145
```

Properties
Gap between HOMO and LUMO, eV: 12.5
E_HOMO, eV: -16.71
Net charge: +1



Model Q:
ORCA calculation (ωB97M-V/def2-TZVPD) on 2 unconnected molecules or ions with the total composition C3H6NO2.

```
12
Properties=species:S:1:pos:R:3
C -1.649 1.501 0.011
C -0.487 2.032 -0.639
C 0.860 -1.726 0.254
N -0.834 0.613 -0.339
O -2.536 1.848 0.861
O 0.616 -0.706 1.030
H -0.381 2.379 -1.750
H 0.228 2.539 -0.050
H 1.837 -2.250 0.512
H 1.223 -1.448 -0.790
H -0.022 -2.533 0.042
H -2.850 1.325 1.629
```

Properties
Gap between HOMO and LUMO (alpha / beta), eV: 5.7 / 6.3
E_HOMO (alpha / beta), eV: -14.66 / -14.96
Net charge: +1



Model R:
ORCA calculation (ωB97M-V/def2-TZVPD) on a gas-phase ion, C3H6NO2 (charge +1).

```
12
Properties=species:S:1:pos:R:3
C -1.493 0.200 -0.201
C -0.238 0.492 -0.665
C 2.030 0.268 0.114
N -2.162 -0.630 0.617
O 0.990 -0.064 -0.492
O 2.972 -0.574 0.245
H -2.310 0.840 -0.553
H -0.303 1.355 -1.337
H 2.282 1.385 0.339
H -1.641 -1.290 1.042
H -3.104 -0.546 0.990
H 2.977 -1.437 -0.098
```

Properties
Gap between HOMO and LUMO, eV: 7.8
E_HOMO, eV: -12.86
Net charge: +1



Stability, highest: model P